A molecular structure, C14H18AuF6N4O6S2, computed with wB97M-V/def2-TZVPD.

Results
- Relative energy (zero: lowest compared OMol25 entry of this formula, charge and spin): 0.725 eV
- Net charge: +1
- Electronic energy: -2745.642438 a.u.
- Molecular weight: 713.4 g mol⁻¹
- Spin multiplicity: 3
- HOMO-LUMO gap (alpha / beta): 9.68 / 5.61 eV

Each line ends with the Löwdin spin population.
Cartesian coordinates (Å):
Au -1.1764 -0.4113 0.2798  0.8364
O -2.5914 2.4390 -2.5141  0.1407
C -2.1912 1.7953 -1.5767  0.0232
O -1.7267 0.6311 -1.5848  0.2758
C -2.1875 2.5104 -0.1746  0.0196
C -2.5440 3.8498 -0.0687  0.0181
C -2.4565 4.4121 1.1965  -0.0087
C -2.0545 3.6440 2.2802  0.0181
C -1.7390 2.3060 2.0782  0.0281
N -1.8048 1.8186 0.8579  0.3054
H -2.8621 4.3913 -0.9490  0.0043
H -2.7059 5.4543 1.3357  0.0004
H -1.9844 4.0643 3.2709  0.0027
H -1.4400 1.6334 2.8684  0.0039
F 1.0528 -2.7825 3.7338  0.0003
C -0.2357 -3.0917 3.8261  0.0029
F -0.7118 -2.5881 4.9481  0.0010
F -0.3707 -4.4008 3.8254  0.0004
S -1.1272 -2.2934 2.3721  0.0041
O -1.0735 -0.8658 2.6533  0.0464
O -0.3919 -2.5967 1.1629  0.0553
N -2.5623 -2.9112 2.3868  0.0007
S -3.5689 -2.4165 1.2733  0.0042
O -3.1985 -1.0928 0.7440  0.0419
O -4.9223 -2.5596 1.6390  0.0092
C -3.2767 -3.5223 -0.2419  0.0003
F -2.2968 -2.9807 -0.9746  0.0031
F -2.9087 -4.7502 0.0870  0.0001
F -4.3722 -3.5751 -0.9772  0.0000
C 3.1011 2.3707 -0.7660  0.0000
C 3.4577 0.9666 -0.2768  0.0008
N 2.8951 -0.0896 -1.1070  0.0015
C 3.7142 -0.5714 -2.2098  0.0015
C 3.3713 0.0905 -3.5472  0.0000
C 1.6475 -0.5291 -0.9195  0.0158
C 1.1515 -1.7052 -1.6832  0.0070
N 0.8376 0.0242 -0.0582  0.1275
H 3.4421 3.1037 -0.0400  0.0000
H 2.0273 2.4824 -0.9022  0.0000
H 3.5929 2.5834 -1.7107  0.0000
H 3.1246 0.8234 0.7558  0.0002
H 4.5435 0.8531 -0.2815  0.0000
H 3.6135 -1.6540 -2.3018  0.0000
H 4.7564 -0.3547 -1.9697  0.0003
H 2.3171 -0.0158 -3.7892  0.0000
H 3.9560 -0.3797 -4.3351  0.0001
H 3.6125 1.1501 -3.5300  0.0000
H 1.7917 -2.5647 -1.4890  0.0006
H 1.1318 -1.5176 -2.7532  -0.0001
H 0.1469 -1.9540 -1.3524  0.0030
H 1.1964 0.7771 0.5092  0.0038



2 unconnected molecules or ions with the total composition C5H13NO, computed with wB97M-V/def2-TZVPD.

Results
- Relative energy (zero: lowest compared OMol25 entry of this formula, charge and spin): 1.915 eV
- Net charge: 0
- Electronic energy: -328.248466 a.u.
- Molecular weight: 103.2 g mol⁻¹
- HOMO-LUMO gap: 9.04 eV

Each line ends with the Mulliken charge.
Cartesian coordinates (Å):
C -2.3222 0.1182 0.2871  -1.0668
C -1.0878 -0.6279 -0.2395  -0.2110
C -0.0223 0.1825 -0.8719  0.3659
C 0.5793 -0.1140 -2.0784  -1.0726
C 0.6256 1.2377 1.4698  -0.7638
N 0.5246 1.1885 -0.0001  -0.2973
H -2.8032 0.6524 -0.5403  0.2969
H -2.0583 0.8570 1.1226  0.1848
H -3.0695 -0.5475 0.7098  0.3675
H -0.5717 -1.2662 0.5862  0.2404
H -1.3952 -1.3240 -1.0283  0.3306
H 1.4056 0.5227 -2.4662  0.2461
H 0.1498 -0.7866 -2.8121  0.2986
H 0.6892 0.2318 1.9959  0.2529
H 1.5537 1.8302 1.7655  0.3155
H -0.2832 1.7751 1.8850  0.2420
H 1.4661 1.3120 -0.3438  0.2536
H 1.5408 -1.5454 -0.1343  0.3285
H 2.9627 -1.8787 0.0639  0.3274
O 2.1158 -1.8177 0.6291  -0.6394



2 unconnected molecules or ions with the total composition C18H15F3N3O2S2, computed with wB97M-V/def2-TZVPD.

Results
- Net charge: -1
- Electronic energy: -2105.634158 a.u.
- Molecular weight: 426.5 g mol⁻¹
- HOMO-LUMO gap: 6.10 eV

Each line ends with the Mulliken charge.
Cartesian coordinates (Å):
C -1.9474 -0.2815 -1.9473  -2.0232
C -1.1309 0.8480 -1.4284  1.0804
C -1.4535 1.5869 -0.2925  0.1295
N -1.6962 2.2864 0.6270  -0.7719
C -0.0169 1.3133 -2.2060  1.0426
C 0.4118 0.6524 -3.3905  -0.6015
C 1.6070 1.0012 -4.0009  -0.7372
C 2.3848 2.0591 -3.5130  0.3197
C 3.6820 2.3130 -4.0802  0.1097
N 4.7152 2.5290 -4.5831  -0.6321
C 1.8792 2.8520 -2.4633  -0.6897
C 0.6861 2.4990 -1.8392  -0.6677
H -1.4369 -1.2436 -1.8009  0.2347
H -2.9144 -0.3272 -1.4458  0.4127
H -2.0974 -0.1686 -3.0312  0.5621
H -0.1780 -0.1748 -3.8068  0.2074
H 1.9647 0.4501 -4.8817  0.3694
H 2.4250 3.7395 -2.1498  0.4137
H 0.2890 3.1327 -1.0477  0.3891
C -2.6876 -0.7046 1.4791  -1.0043
N -1.8909 -0.8294 2.6741  0.1697
S -2.0815 0.3740 3.8300  -0.1427
C -0.8278 0.4851 5.0757  0.7422
F -0.7904 -0.5449 5.9544  -0.1977
F 0.4249 0.6964 4.5655  -0.2197
F -1.1878 1.6177 5.7651  -0.2517
S -1.0554 -2.3090 2.8010  1.2032
C 0.2571 -1.8998 1.6293  0.3149
C 0.5662 -2.8117 0.6137  -0.3537
C 1.4518 -2.4315 -0.3902  -0.6694
C 2.0402 -1.1679 -0.3422  -0.2552
C 1.7267 -0.2658 0.6649  -0.5449
C 0.8480 -0.6395 1.6770  -0.0880
O -0.5599 -2.4430 4.1417  -0.6347
O -1.9343 -3.2736 2.1991  -0.6834
H -2.9478 0.3529 1.4029  0.5780
H -2.1242 -1.0263 0.5909  0.0315
H -3.6030 -1.2963 1.5375  0.2242
H 0.0705 -3.7772 0.6223  0.4185
H 1.6438 -3.0983 -1.2249  0.3809
H 2.7324 -0.8494 -1.1134  0.3785
H 2.1473 0.7420 0.6326  0.3521
H 0.6084 0.0333 2.4951  0.1041



C7H17NO4S in the gas phase, computed with wB97M-V/def2-TZVPD.

Results
- Relative energy (zero: lowest compared OMol25 entry of this formula, charge and spin): 0.827 eV
- Net charge: 0
- Electronic energy: -1030.797692 a.u.
- Molecular weight: 211.3 g mol⁻¹
- HOMO-LUMO gap: 11.02 eV

Each line ends with the Mulliken charge.
Cartesian coordinates (Å):
C -1.1415 2.9291 -0.3163  -0.7355
H -1.6377 3.4384 0.5074  0.2697
O -1.3318 1.5500 -0.1032  -0.4104
C -0.8192 0.7125 -1.1214  -1.0020
C 0.7163 0.5534 -1.1175  0.9920
C 1.1136 -0.6217 -0.2114  -1.4198
H 2.1990 -0.7385 -0.1808  0.4182
H 0.6494 -1.5453 -0.5686  0.5838
O 0.7166 -0.4045 1.1318  -0.3775
S -0.5296 -1.2108 1.7023  1.1184
O -1.2181 -1.8499 0.6176  -0.6187
O -0.1194 -2.0317 2.7883  -0.6184
N -1.3800 0.0575 2.3210  -0.5190
H -2.2048 -0.2635 2.7993  0.2919
H -1.5987 0.7053 1.5731  0.4388
H 1.1654 1.4536 -0.6856  0.1832
C 1.2379 0.3868 -2.5624  0.3535
C 1.2095 1.7326 -3.2912  -1.4623
H 0.2258 2.1924 -3.2608  0.3636
H 1.9213 2.4187 -2.8370  0.3630
H 1.4841 1.5995 -4.3347  0.4299
C 2.6606 -0.1688 -2.6336  -1.7124
H 2.7025 -1.2037 -2.3087  0.3872
H 3.3366 0.4233 -2.0213  0.3793
H 3.0128 -0.1278 -3.6620  0.4578
H 0.5724 -0.3127 -3.0797  0.2897
H -1.1599 1.0923 -2.0936  0.5014
H -1.2829 -0.2615 -0.9467  0.4573
H -1.5941 3.2432 -1.2645  0.2867
H -0.0830 3.2061 -0.3211  0.3105



Repeat the fourth record exactly.
C7H17NO4S in the gas phase, computed with wB97M-V/def2-TZVPD.

Results
- Relative energy (zero: lowest compared OMol25 entry of this formula, charge and spin): 0.827 eV
- Net charge: 0
- Electronic energy: -1030.797692 a.u.
- Molecular weight: 211.3 g mol⁻¹
- HOMO-LUMO gap: 11.02 eV

Each line ends with the Mulliken charge.
Cartesian coordinates (Å):
C -1.1415 2.9291 -0.3163  -0.7355
H -1.6377 3.4384 0.5074  0.2697
O -1.3318 1.5500 -0.1032  -0.4104
C -0.8192 0.7125 -1.1214  -1.0020
C 0.7163 0.5534 -1.1175  0.9920
C 1.1136 -0.6217 -0.2114  -1.4198
H 2.1990 -0.7385 -0.1808  0.4182
H 0.6494 -1.5453 -0.5686  0.5838
O 0.7166 -0.4045 1.1318  -0.3775
S -0.5296 -1.2108 1.7023  1.1184
O -1.2181 -1.8499 0.6176  -0.6187
O -0.1194 -2.0317 2.7883  -0.6184
N -1.3800 0.0575 2.3210  -0.5190
H -2.2048 -0.2635 2.7993  0.2919
H -1.5987 0.7053 1.5731  0.4388
H 1.1654 1.4536 -0.6856  0.1832
C 1.2379 0.3868 -2.5624  0.3535
C 1.2095 1.7326 -3.2912  -1.4623
H 0.2258 2.1924 -3.2608  0.3636
H 1.9213 2.4187 -2.8370  0.3630
H 1.4841 1.5995 -4.3347  0.4299
C 2.6606 -0.1688 -2.6336  -1.7124
H 2.7025 -1.2037 -2.3087  0.3872
H 3.3366 0.4233 -2.0213  0.3793
H 3.0128 -0.1278 -3.6620  0.4578
H 0.5724 -0.3127 -3.0797  0.2897
H -1.1599 1.0923 -2.0936  0.5014
H -1.2829 -0.2615 -0.9467  0.4573
H -1.5941 3.2432 -1.2645  0.2867
H -0.0830 3.2061 -0.3211  0.3105



Question: The highest molecular weight belongs to which entry?
Answer: C14H18AuF6N4O6S2



Question: Among the records above, which one has the highest molecular weight?
Answer: C14H18AuF6N4O6S2



Question: Number 3 is which compound?
Answer: C18H15F3N3O2S2